Below is a 2-piece molecular cluster, C4H9ClO3 overall, with properties calculated with wB97M-V/def2-TZVPD.

```
! RIJCOSX wB97M-V def2-TZVPD def2/J DEFGRID3
* xyz 0 1
C 2.2842 -1.0821 1.2206
C 1.5753 -1.1587 -0.1432
O 0.2469 -0.9899 0.1492
C -0.6048 -0.4888 -0.7284
O -0.3036 -0.0735 -1.8307
O -1.9004 -0.6276 -0.3842
H 1.9321 -1.8038 1.9025
H 3.2616 -1.0858 1.0333
H 2.0564 -0.1409 1.6650
H 1.8232 -2.0604 -0.6467
H 1.9938 -0.3518 -0.7244
H -2.1783 -1.5970 0.1336
C -2.1561 2.2238 -0.4433
Cl -1.9655 2.8735 1.2384
H -2.4721 3.1032 -1.1192
H -1.0425 1.9922 -0.9364
H -2.5504 1.2676 -0.3861
*
```

ΔE to the lowest compared entry with this formula, charge and spin (kcal per mole): 23.2
SMILES string: CCOC(=O)O.CCl
Orbital gap (eV): 10.26

Löwdin atomic charge list, values in e, 8 entries:
1 C -0.031
2 C -0.220
3 O 0.032
4 C -0.637
5 O 0.114
6 O 0.034
7 H 0.071
8 H 0.033



Below is one molecule with the formula C4H9NO3S, with properties calculated with wB97M-V/def2-TZVPD.

```
! RIJCOSX wB97M-V def2-TZVPD def2/J DEFGRID3
* xyz 0 1
C -2.5206 0.6519 1.1190
C -1.2021 0.2761 0.3958
C 1.4767 0.5422 0.0211
C 1.0883 -1.8003 -0.7345
H -2.5346 1.8687 1.4002
H -2.5732 0.2733 1.9203
H -3.4548 0.5127 0.5802
H -1.2660 0.9031 -0.6480
H -1.3695 -0.7394 0.1827
H 2.1334 -2.3882 -0.6194
H 0.9025 -2.0986 0.1482
H 0.5894 -2.3065 -1.5628
H 2.6230 0.3645 -1.8226
N 1.2320 -0.3296 -1.0185
O 0.1140 2.3778 1.4929
O 2.4508 1.2531 -0.0457
O 2.0892 -0.1642 -2.1315
S 0.2214 0.8033 1.3226
*
```

ΔE to the lowest compared entry with this formula, charge and spin (kcal per mole): 152.9
Orbital gap (eV): 9.77

Löwdin atomic charge list, values in e, 8 entries:
1 C -0.124
2 C -0.415
3 C -0.577
4 C -0.013
5 H 0.152
6 H -0.071
7 H 0.083
8 H 0.161



Below is C16H33ClHgP2 as an isolated structure, with properties calculated with wB97M-V/def2-TZVPD.

```
! RIJCOSX wB97M-V def2-TZVPD def2/J DEFGRID3
* xyz 0 1
P -0.2542 -1.3839 -1.8310
P 0.2563 1.8065 -0.1167
C 0.3251 0.2272 -2.5025
C 1.1748 0.9993 -1.5134
H -0.5652 0.7739 -2.8464
H 0.9169 -0.0237 -3.3880
H 1.9792 0.3763 -1.0940
H 1.6476 1.8267 -2.0527
C -0.6028 3.1315 -1.0413
H -1.2065 3.7203 -0.3417
H -1.2447 2.7169 -1.8260
H 0.1475 3.7886 -1.4987
C 1.6383 2.6994 0.6584
H 2.0368 3.5177 0.0446
H 2.4418 1.9718 0.8570
H 1.2410 3.1841 1.5854
C -1.4905 -2.2909 -2.9862
H -1.4892 -3.3638 -2.7366
H -1.1762 -2.1756 -4.0304
H -2.5238 -1.9291 -2.9106
C 1.0145 -2.3701 -2.9172
H 2.0456 -2.1255 -2.6420
H 0.8725 -2.0846 -3.9650
H 0.8660 -3.4551 -2.8310
Hg 1.3225 1.9946 3.3458
C -1.2410 0.3918 -0.0020
C -1.7592 -0.5743 -1.0108
C -2.6242 -1.6492 -0.3076
C -1.7523 -2.8636 0.2064
C -0.4901 -2.9704 -0.5738
C 0.6426 -2.0840 -0.3684
C 0.6796 -1.1690 0.8514
C -0.5839 -0.3356 1.2066
C 1.8074 0.3010 4.4910
H -2.0610 1.0251 0.3628
H -2.3126 -0.0639 -1.8186
H -3.3768 -2.0698 -0.9968
H -3.1637 -1.1590 0.5193
H -1.5923 -2.7990 1.2959
H -2.3445 -3.7832 0.0624
H -0.3216 -3.8985 -1.1205
H 1.6578 -2.4263 -0.6074
H 1.5692 -0.5166 0.7539
H 0.8925 -1.8164 1.7170
H -1.3270 -0.9210 1.7628
H -0.2586 0.3919 1.9799
H 2.8825 0.3477 4.6899
H 1.5717 -0.5969 3.9114
H 1.2336 0.2860 5.4362
Cl 0.3815 4.2038 5.4846
C 0.8124 4.0911 3.8104
H -0.0320 4.4746 3.2334
H 1.7367 4.6512 3.6110
*
```

ΔE to the lowest compared entry with this formula, charge and spin (kcal per mole): 134.9
Orbital gap (spin up / spin down) (eV): 6.87 / 5.81

Löwdin atomic charge list, values in e, 8 entries:
1 P 0.752
2 P 0.868
3 C -0.298
4 C -0.338
5 H 0.085
6 H 0.078
7 H 0.081
8 H 0.084



Below is one molecule with the formula C19H34O4, with properties calculated with wB97M-V/def2-TZVPD.

```
! RIJCOSX wB97M-V def2-TZVPD def2/J DEFGRID3
* xyz 0 1
C -0.0447 -0.7969 -5.8086
C 0.9644 -1.4400 -5.8009
C 2.1776 -2.2303 -5.7454
C 2.2012 -3.1160 -4.4942
C 1.1149 -4.1901 -4.5472
C 0.9228 -4.9190 -3.2105
C -0.2688 -4.4064 -2.3993
C -0.1460 -2.9464 -1.9709
C -1.3169 -2.5156 -1.0903
C -1.2076 -1.0515 -0.6707
C -2.3696 -0.6326 0.2277
C -2.3682 0.8552 0.5775
C -1.1969 1.2616 1.4705
C -1.2577 2.7437 1.8520
O -1.2559 3.5715 0.7004
C -0.1074 3.1127 2.7999
C -0.2355 4.5430 3.3397
O -0.1568 5.5086 2.3213
C 0.8928 4.8728 4.3272
O 0.7610 4.1481 5.5432
C 1.5549 3.0880 5.7357
C 1.3051 2.4777 7.0902
O 2.3660 2.6930 4.9410
H -0.9255 -0.2279 -5.8335
H 2.2396 -2.8524 -6.6434
H 3.0368 -1.5530 -5.7389
H 3.1809 -3.5931 -4.4123
H 2.0616 -2.4867 -3.6144
H 1.3824 -4.9112 -5.3235
H 0.1717 -3.7282 -4.8463
H 0.7623 -5.9828 -3.3992
H 1.8326 -4.8301 -2.6126
H -0.3727 -5.0277 -1.5056
H -1.1797 -4.5288 -2.9904
H -0.1150 -2.3051 -2.8535
H 0.7869 -2.8096 -1.4182
H -1.3507 -3.1445 -0.1972
H -2.2519 -2.6672 -1.6349
H -1.1943 -0.4218 -1.5637
H -0.2614 -0.9073 -0.1460
H -3.3066 -0.8661 -0.2835
H -2.3429 -1.2194 1.1489
H -2.3453 1.4459 -0.3405
H -3.2988 1.0954 1.0972
H -0.2511 1.0738 0.9568
H -1.2080 0.6630 2.3826
H -2.2160 2.9586 2.3393
H -0.4862 3.3388 0.1659
H -0.1019 2.4159 3.6380
H 0.8459 3.0190 2.2731
H -1.1983 4.6351 3.8734
H -0.7040 5.1892 1.5833
H 1.8611 4.6529 3.8679
H 0.8361 5.9337 4.5788
H 0.3070 2.7255 7.4367
H 1.4433 1.4017 7.0379
H 2.0336 2.8831 7.7897
*
```

ΔE to the lowest compared entry with this formula, charge and spin (kcal per mole): 24.5
SMILES string: C#CCCCCCCCCCCC[C@H](O)C[C@H](O)COC(C)=O
Orbital gap (eV): 10.73

Löwdin atomic charge list, values in e, 8 entries:
1 C 0.116
2 C -0.163
3 C -0.217
4 C -0.216
5 C -0.214
6 C -0.211
7 C -0.220
8 C -0.226



Below is a 2-piece molecular cluster, C5H11Cl2 overall, with properties calculated with wB97M-V/def2-TZVPD.

```
! RIJCOSX wB97M-V def2-TZVPD def2/J DEFGRID3
* xyz 0 2
Cl -3.5073 -4.0556 -0.5437
H -2.9470 -3.6040 0.4813
C 0.1191 -0.7915 -2.2956
C 0.9607 -0.4992 -1.1338
C 0.1062 0.3507 -0.1245
C 0.8684 0.9665 1.0284
C 0.0743 2.0176 1.7819
Cl 2.5585 0.0994 -1.5022
H 0.0571 -1.8628 -2.5869
H -0.8625 -0.3095 -2.2652
H 1.1001 -1.5015 -0.7533
H -0.4334 1.0861 -0.7061
H -0.6650 -0.3646 0.2662
H 1.1717 0.1663 1.7327
H 1.7597 1.3974 0.6241
H 0.7261 2.5281 2.4742
H -0.3444 2.7671 1.1322
H -0.7423 1.6094 2.3904
*
```

ΔE to the lowest compared entry with this formula, charge and spin (kcal per mole): 16.7
⟨S²⟩: 0.753
Orbital gap (spin up / spin down) (eV): 9.62 / 10.19

Löwdin atomic charge list, values in e, 8 entries:
1 Cl 0.283
2 H -0.285
3 C -0.001
4 C -0.828
5 C -0.239
6 C -0.293
7 C -0.114
8 Cl 0.644



Below is C5H13CuO3 as an isolated structure, with properties calculated with wB97M-V/def2-TZVPD.

```
! RIJCOSX wB97M-V def2-TZVPD def2/J DEFGRID3
* xyz 1 2
C 0.1415 1.2311 -0.6190
O 0.4443 -0.1094 -0.9506
C 1.5074 -0.6608 -0.2298
C 1.0924 -1.9805 0.3725
O 0.3326 -2.7174 -0.5529
C 0.1135 -4.0468 -0.1571
H -0.5260 1.5757 -1.4270
H 1.0443 1.8733 -0.6397
H 1.8165 0.0189 0.5902
H 2.3850 -0.8120 -0.8872
H 0.5049 -1.7983 1.2916
H 2.0003 -2.5439 0.6574
H -0.4027 -4.0943 0.8177
H -0.5192 -4.5231 -0.9158
H 1.0644 -4.6023 -0.0779
Cu -0.8242 1.2703 1.2152
O -1.9206 2.6671 0.5811
H -2.8269 2.4294 0.3498
C -1.4592 3.9692 0.2085
H -2.2841 4.6824 0.2912
H -0.6479 4.2592 0.8835
H -1.0363 3.9121 -0.8015
*
```

ΔE to the lowest compared entry with this formula, charge and spin (kcal per mole): 2.0
⟨S²⟩: 0.760
Orbital gap (spin up / spin down) (eV): 8.18 / 7.12

Löwdin atomic charge list, values in e, 8 entries:
1 C -0.081
2 O -0.108
3 C -0.202
4 C -0.220
5 O -0.177
6 C -0.100
7 H 0.096
8 H 0.108